(1)
The following is a DFT calculation (ωB97M-V with the def2-TZVPD basis set) of a molecular structure, C21H27N7NaSe2.

Values from the calculation:
E ... -167752.36403 eV
LUMO ... -2.49 eV
Energy above the lowest of the compared OMol25 structures with the same formula, charge and spin ... 23.9 kJ/mol

```
! wB97M-V def2-TZVPD RIJCOSX def2/J DEFGRID3
* xyz 1 1
Na -0.89454 1.34125 -0.44609
N -0.38320 0.64553 1.72912
C 1.04816 0.28064 1.80471
C 1.86316 0.79037 0.61529
N 1.22411 0.49525 -0.66457
C 1.25123 -0.90008 -1.10856
C -0.15531 -1.48862 -1.25468
N -1.04170 -0.52183 -1.94506
H -0.64445 1.18198 2.54698
H -0.93278 -0.21517 1.77549
H 1.13859 -0.80663 1.86164
H 1.50301 0.68073 2.71264
H 2.87542 0.36970 0.69087
H 1.95331 1.87503 0.68506
H 1.63748 1.08263 -1.38235
H 1.82043 -1.52109 -0.41063
H 1.76256 -0.96317 -2.07255
H -0.58240 -1.69472 -0.27306
H -0.07566 -2.43442 -1.79887
H -1.92779 -0.97156 -2.14979
H -0.63470 -0.29773 -2.84995
Se 1.55759 4.06925 -1.41466
Se -0.34002 3.46230 -2.60789
C 0.47465 2.23925 -3.86653
C -0.19569 2.06336 -5.07315
C 0.35313 1.20199 -6.00480
C 1.55308 0.56908 -5.71322
C 2.14025 0.82014 -4.48671
N 1.60923 1.63046 -3.56515
C 0.76666 4.25748 0.33714
C 1.56673 4.83007 1.32153
C 1.02660 4.99884 2.58158
C -0.29136 4.62311 2.81038
C -1.00335 4.07917 1.75909
N -0.48456 3.88191 0.54178
H -1.11540 2.59734 -5.27268
H -0.13869 1.04483 -6.95570
H 2.02844 -0.09306 -6.42253
H 3.08465 0.35829 -4.22266
H 2.58169 5.13428 1.10071
H 1.62040 5.44007 3.37123
H -0.75774 4.76669 3.77450
H -2.04334 3.79792 1.87989
N -3.52226 -3.60250 2.12465
C -3.16127 -2.35480 1.72831
N -1.87664 -2.13782 1.79230
C -1.34014 -3.33085 2.27733
C -0.01699 -3.68293 2.54487
C 0.22995 -4.95468 3.01772
C -0.81067 -5.87620 3.22206
C -2.12444 -5.54795 2.95993
C -2.36239 -4.25994 2.49079
H -4.45995 -3.95856 2.18460
H -3.89121 -1.63391 1.39278
H 0.79251 -2.98222 2.38876
H 1.24600 -5.25436 3.23616
H -0.57504 -6.86450 3.59258
H -2.92532 -6.25965 3.10939
*
```



(2)
The following is a DFT calculation (ωB97M-V with the def2-TZVPD basis set) of C21H27NO4 in the gas phase.

Values from the calculation:
E ... -31895.85962 eV
LUMO ... 0.63 eV
Energy above the lowest of the compared OMol25 structures with the same formula, charge and spin ... 148.3 kJ/mol
SMILES ... CCCC(=O)C1=C(O)[C@H](C(=O)OC)C(C)(C)C/C1=N\Cc1ccccc1

```
! wB97M-V def2-TZVPD RIJCOSX def2/J DEFGRID3
* xyz 0 1
C -2.64932 -4.65726 0.37104
H -2.75868 -4.45645 1.43471
C -1.24182 -4.31361 -0.09639
C -0.92199 -2.84205 0.14824
C 0.46049 -2.46936 -0.29796
O 1.23377 -3.33668 -0.71926
C 0.85861 -1.06395 -0.27192
C 2.08324 -0.73214 -0.80213
O 2.93035 -1.60353 -1.29949
H 2.50328 -2.51715 -1.19056
C 2.54660 0.69251 -0.85851
C 3.17533 1.09965 0.47096
O 3.93969 2.01684 0.60589
O 2.77152 0.31868 1.47272
C 3.29442 0.61873 2.75994
H 2.79145 -0.05140 3.45182
H 3.09608 1.66102 3.01811
H 4.37296 0.45187 2.77777
H 3.33103 0.78606 -1.61586
C 1.34747 1.59980 -1.22242
C 0.29221 1.42520 -0.13179
C 0.03784 -0.00154 0.31117
N -0.82403 -0.30824 1.19085
C -1.65992 0.67793 1.82809
C -2.75462 1.16825 0.91218
C -2.94287 2.52198 0.66797
C -3.94440 2.94893 -0.18754
C -4.76457 2.02611 -0.81247
C -4.58463 0.67392 -0.57169
C -3.58808 0.24852 0.28699
H -3.44710 -0.80390 0.48315
H -5.22578 -0.05032 -1.05273
H -5.54321 2.35929 -1.48255
H -4.08161 4.00536 -0.36746
H -2.30670 3.24938 1.15369
H -1.07986 1.53319 2.20042
H -2.11448 0.17175 2.68819
H -0.65998 1.84095 -0.47383
H 0.58740 1.99682 0.75559
C 1.78060 3.06327 -1.31648
H 2.48889 3.19589 -2.13065
H 0.91454 3.69325 -1.50787
H 2.25739 3.40004 -0.40040
C 0.78249 1.17305 -2.58142
H 0.38305 0.16286 -2.54836
H -0.02078 1.84658 -2.87203
H 1.55506 1.21316 -3.34580
H -1.00195 -2.59684 1.20870
H -1.63491 -2.19827 -0.37128
H -0.51349 -4.93031 0.43262
H -1.14089 -4.53277 -1.16131
H -2.86351 -5.70897 0.19686
H -3.38714 -4.06488 -0.16666
*
```



(3)
The following is a DFT calculation (ωB97M-V with the def2-TZVPD basis set) of a molecular structure, C21H28BeN3O2.

Values from the calculation:
E ... -31195.36137 eV
LUMO ... 2.22 eV

```
! wB97M-V def2-TZVPD RIJCOSX def2/J DEFGRID3
* xyz -1 1
O -1.17796 1.19461 -2.14818
C 0.26442 1.45212 -1.99266
C 0.08682 2.97804 -2.21319
H 0.92366 0.85253 -2.68452
H 0.55556 1.24673 -0.95326
C -1.45292 2.62960 -2.19381
H 0.55220 3.36607 -3.12109
H 0.30952 3.61003 -1.35439
C -2.26127 2.72637 -3.46554
H -1.65035 2.36555 -4.29920
H -2.65580 3.73121 -3.59016
H -3.01212 1.97680 -3.32680
C -2.17954 3.03243 -0.88098
H -1.56793 2.74578 -0.01349
H -3.18935 2.57426 -0.85987
H -2.29145 4.13503 -0.84191
Be 0.84477 -1.82127 1.10984
C 1.05608 0.69706 2.72163
C 2.08029 -0.14775 2.12702
C 2.64178 0.59193 1.03088
H 2.63053 -0.85663 2.74157
C 1.88041 1.77728 0.87581
C 0.90190 1.83504 1.91979
H 0.15028 2.62430 2.05765
H 0.47330 0.54028 3.63523
H 3.52768 0.31957 0.47202
H 2.05775 2.58921 0.19444
C -1.53863 -1.23743 2.85640
C -1.99435 0.10114 2.83950
C -1.97708 0.58698 1.49635
H -2.24599 0.72245 3.67747
C -1.40129 -0.43324 0.73465
C -1.09043 -1.59715 1.50158
H -1.07370 -2.64629 1.10179
H -1.54419 -1.93397 3.71039
H -2.25025 1.55531 1.12221
H -1.13721 -0.24455 -0.29473
O 0.63369 -1.96634 -0.44613
C -0.43909 -1.78486 -1.67629
C 0.32371 -2.05699 -2.96303
H -0.81474 -0.77385 -1.71769
H -1.23630 -2.49723 -1.47718
C 1.57410 -2.81596 -2.53543
H 0.56542 -1.12898 -3.51599
H -0.31998 -2.69341 -3.59234
C 1.76377 -2.73418 -1.03905
H 2.44774 -2.40199 -3.03005
H 1.48978 -3.86102 -2.77273
H 2.63877 -2.15033 -0.76474
H 1.74692 -3.67411 -0.47531
N 1.44618 -2.90830 2.23617
C 1.42099 -3.07329 3.40603
N 1.46032 -3.21627 4.65175
C 1.15667 -2.32327 5.58086
N 0.89696 -1.57902 6.43875
*
```